{"formula": "C58H125F6N11O17P", "method": "ωB97M-V with the def2-TZVPD basis set", "orbital_gap_ev": 8.7, "total_charge": -1, "e_tot_ev": -138976.3536, "molar_mass_da": 1393.660, "symbols": ["N", "H", "H", "H", "H", "C", "O", "C", "H", "H", "H", "H", "H", "H", "H", "H", "H", "H", "H", "N", "C", "H", "H", "H", "H", "N", "H", "H", "H", "H", "H", "H", "H", "C", "H", "C", "H", "C", "C", "H", "H", "C", "H", "C", "N", "H", "H", "H", "N", "H", "C", "C", "O", "H", "H", "H", "C", "H", "H", "H", "H", "H", "N", "H", "C", "H", "H", "N", "H", "H", "P", "C", "H", "H", "C", "C", "H", "H", "H", "H", "H", "H", "O", "C", "H", "O", "H", "N", "C", "H", "C", "H", "C", "F", "H", "O", "H", "H", "H", "O", "H", "H", "O", "H", "H", "H", "C", "C", "C", "H", "F", "O", "C", "F", "C", "O", "O", "C", "C", "C", "C", "H", "H", "N", "N", "H", "H", "H", "C", "H", "H", "H", "H", "H", "C", "H", "H", "H", "C", "C", "C", "H", "C", "H", "H", "C", "C", "H", "C", "H", "C", "H", "F", "H", "C", "C", "C", "H", "H", "H", "H", "H", "H", "H", "C", "C", "O", "O", "H", "H", "H", "F", "H", "C", "H", "H", "O", "H", "C", "C", "O", "C", "H", "H", "C", "O", "C", "H", "C", "H", "H", "C", "H", "C", "C", "H", "H", "H", "H", "H", "H", "H", "C", "O", "H", "N", "H", "C", "H", "H", "H", "C", "C", "O", "H", "H", "H", "F"], "coordinates": [[-19.66161, -2.31981, -5.45078], [-11.00373, -2.11884, -1.58074], [-10.13367, 1.73994, -11.72615], [-19.80640, 9.11540, -8.49587], [-19.98791, 2.56205, 1.90862], [-15.80059, -1.15369, -0.80219], [-14.08570, 6.99342, -0.62712], [-10.24671, 7.61180, 0.22500], [-12.86756, 5.13386, -11.30099], [-16.58756, 10.19886, -4.11548], [-16.93549, 5.82080, 0.42963], [-19.99893, -4.03628, -6.58400], [-18.72016, -1.35240, -1.16067], [-18.21574, 0.06154, -5.54635], [-21.08280, 2.27542, -7.14349], [-11.30163, 7.41923, -1.62168], [-16.27153, 2.79871, -10.10153], [-9.51080, 4.92379, -8.98476], [-17.25556, -1.08938, -3.63186], [-18.80257, 3.04660, -8.84694], [-22.19591, 1.91066, -8.84909], [-10.29640, 3.58475, -6.93584], [-17.55843, 7.34868, -9.07619], [-23.65371, -0.52989, -12.28493], [-13.77851, -2.68794, -3.61167], [-11.47971, 1.88993, -3.80713], [-17.95750, 6.22146, -4.95575], [-16.22553, 2.55616, -8.26559], [-24.30350, 3.03886, -9.88528], [-14.54944, 6.91302, -7.29804], [-10.87027, 5.75244, -9.07068], [-11.93107, -0.59810, -1.62502], [-13.93072, 5.53194, -2.14119], [-16.41426, 6.21498, -7.87751], [-19.46609, 11.57215, -7.57916], [-10.66289, 2.95793, -3.90890], [-16.69032, 5.88445, -2.37030], [-12.02832, -1.85817, -7.62637], [-18.11428, 3.17778, 0.94138], [-11.26346, 8.59187, -4.06586], [-12.09923, 5.45672, -4.73742], [-13.72711, -0.44258, -6.94389], [-22.99325, 1.70430, -11.39084], [-16.80380, 9.54163, -4.95773], [-23.38895, 1.29841, -9.38485], [-13.15802, 1.07634, -8.37166], [-13.79961, 5.63090, -4.72465], [-18.44157, 9.82433, -8.95577], [-14.07191, 1.28307, 1.28016], [-14.45199, 1.10164, 2.19816], [-14.58023, 6.33780, -1.79935], [-17.94435, -4.09278, -5.87104], [-10.39923, 6.15147, 2.14150], [-17.95242, 11.99340, -5.02521], [-15.57370, 5.97170, -6.16402], [-16.34341, 9.56009, -7.15102], [-12.08063, -1.58840, -3.37566], [-17.97649, 3.94559, -4.73234], [-11.85206, 4.44732, -6.98908], [-12.90539, 3.32743, -8.76730], [-18.13400, 4.25607, 0.78324], [-13.63521, 3.01345, -1.33824], [-12.90283, 6.01702, -4.98313], [-20.30192, -1.51034, -7.23513], [-18.03341, 2.00046, -9.24040], [-18.60205, -1.78206, -7.15056], [-15.96762, 1.29230, -9.33992], [-18.74394, 3.93492, -4.07584], [-15.06755, -0.22137, -2.69896], [-16.53853, 14.05037, -5.28647], [-15.32528, 2.70120, -4.93016], [-9.19493, 2.57445, -3.84212], [-18.41978, 12.99104, -6.45278], [-14.38880, 4.53686, -10.65232], [-16.56303, 2.19970, -9.23880], [-17.79883, -1.64829, -1.66236], [-19.68662, -4.48155, -4.91169], [-8.64353, 2.93560, -4.71025], [-22.07255, 2.96748, -9.08574], [-8.71701, 3.02680, -2.97316], [-11.33305, 0.19933, -7.70879], [-15.53331, 10.78340, -6.26311], [-16.84586, -1.89361, -0.65312], [-10.09769, 5.70091, -1.26806], [-16.88556, 7.27328, -0.61880], [-14.83408, -1.24642, -0.01998], [-11.35523, -0.54364, -9.35780], [-15.41394, 6.46404, -7.03130], [-10.30873, 7.24793, -1.20587], [-16.40035, 2.34745, 0.18886], [-19.44049, -3.75912, -5.68990], [-10.98497, 8.34277, 0.55477], [-10.44088, 2.51465, -9.64211], [-15.44296, 1.11950, -5.26531], [-9.06716, 5.48328, -1.54866], [-10.98814, 4.11497, -4.08607], [-15.90124, 4.57110, -1.50243], [-18.41117, 3.87873, -8.42926], [-10.25739, 0.60569, -10.50522], [-20.30865, 5.12735, -3.13291], [-10.67246, 1.94426, -8.74260], [-17.43616, -3.94629, -4.91795], [-13.73738, 8.11920, -5.13232], [-15.86198, 13.27668, -6.77642], [-18.28334, 8.78789, -7.57764], [-20.80197, -3.73285, -3.38009], [-18.90263, 10.76851, -7.10505], [-20.96451, -2.09153, -4.87717], [-13.35445, 4.76742, -10.39725], [-20.80529, -1.99682, -2.84333], [-16.52450, 3.09433, -6.03072], [-19.95172, 0.30267, 0.51000], [-22.99713, 0.81967, -10.75404], [-15.32889, 4.28201, -4.47168], [-13.26380, -0.00741, -8.32292], [-17.36000, 5.52033, -7.60400], [-18.02717, 1.06978, -0.04704], [-10.71463, 1.54191, -10.82539], [-11.79548, -0.54184, -8.36066], [-23.92156, -0.28402, -11.25737], [-16.34229, 6.38835, -0.28738], [-16.13227, 8.71616, -4.72165], [-22.30041, -2.92942, -3.27652], [-11.12615, 3.75788, -9.69727], [-13.03374, -2.19359, -4.08181], [-17.85043, -2.62173, -2.15007], [-17.51846, -3.54990, -6.71484], [-16.00298, 0.80064, -1.69097], [-19.15551, 0.01812, -6.09685], [-15.99410, 8.04651, -8.97845], [-13.19755, -2.12565, -5.07612], [-22.82071, 2.45190, -6.82492], [-10.71880, 6.98504, -4.46827], [-11.26120, 0.91637, -3.96376], [-17.63804, 12.38739, -5.99166], [-12.45865, 2.12041, -3.71404], [-21.79249, -2.40902, -5.51101], [-13.86592, -0.34768, -9.16540], [-11.31702, 7.81983, -4.83344], [-19.52892, 2.67050, 0.92593], [-19.00996, 6.35226, -4.70414], [-24.99435, -0.13242, -11.13795], [-19.37809, 5.09517, -3.92622], [-10.86037, 5.23831, -1.89451], [-20.02460, 0.46811, -5.61697], [-10.56429, 4.75232, -8.76373], [-15.92630, -0.23317, -2.02776], [-22.03395, 0.32319, -10.87186], [-15.08375, 6.95307, 0.24762], [-14.79090, -0.60925, -6.77456], [-12.76978, 7.33750, -5.03860], [-26.23962, 2.70915, -8.12690], [-14.20516, 2.30895, -3.82935], [-21.29634, 1.34487, -9.09150], [-19.45199, -1.44784, -6.55556], [-16.33659, 13.11510, -5.80857], [-13.06100, 2.46707, -0.58999], [-17.50303, 2.76139, -1.19075], [-24.72236, 3.17820, -7.39714], [-13.20633, -0.14217, -6.03468], [-17.67703, -5.12679, -6.08892], [-14.63948, 7.02458, -2.64369], [-19.08191, 3.19788, -3.47364], [-9.36198, 2.55744, -9.49292], [-17.20255, -0.63986, -2.64027], [-22.06351, 1.82458, -7.29526], [-11.23424, -0.97920, -4.07861], [-14.89022, 7.26517, 1.42335], [-11.74029, 1.46489, -11.18620], [-16.27482, 6.51723, -9.96755], [-19.32537, 10.52218, -6.13102], [-14.00668, 2.99186, -5.94484], [-11.99384, 2.68715, -0.56143], [-19.21303, 1.24458, 0.45119], [-17.90145, 0.19581, -2.67642], [-15.56725, 12.62656, -5.21062], [-18.52080, 1.00165, -9.71815], [-14.03192, 0.45666, 0.70088], [-25.20348, 2.39992, -7.98951], [-13.77436, 2.43835, 0.76045], [-13.17718, -1.73283, -7.01430], [-11.94054, -1.65536, -1.89003], [-18.99613, 0.57496, -7.02023], [-17.55550, 3.05840, 1.86961], [-16.48701, 10.25957, -6.32748], [-14.10517, 3.45767, 1.28827], [-17.42718, 2.37048, -0.17609], [-12.93379, 2.82914, -10.46912], [-16.50078, 7.08535, -9.06517], [-13.21424, 1.45030, -0.95166], [-13.39491, 5.60292, -9.69839], [-24.55791, 2.11808, -9.36036], [-22.04663, 0.81437, -6.88624], [-15.95637, 5.65554, -1.59763], [-21.24922, -2.74597, -3.49892], [-23.64119, -1.18933, -10.71892], [-19.78337, 2.91056, -9.04601], [-25.23044, 1.48512, -7.39748], [-17.83297, 9.20139, -4.84303], [-19.11957, 7.27132, -4.12845], [-20.20848, 3.17195, 0.23684], [-9.58898, 7.79757, -1.81246], [-10.79456, 4.50283, -7.24740], [-11.20277, -2.80230, -7.55195], [-19.65124, 6.40564, -5.58392], [-17.50230, 11.23498, -6.84718], [-12.82192, -2.02789, -1.36804], [-18.92689, 9.54861, -8.01953], [-9.24510, 7.92883, 0.51543], [-9.09668, 1.49896, -3.69468], [-10.98134, 8.31217, -5.74614], [-10.37379, 6.30445, 0.92488], [-12.61806, 3.61200, -9.77950], [-10.29539, 5.29782, 0.08414], [-25.32140, 1.61272, -9.95179], [-21.16197, -1.02984, -4.72907], [-10.33327, 5.35808, -6.75360], [-16.41109, 2.37298, -3.77446]]}